# 1
Entry from the OMol25 dataset: a single C23H35N5O4 molecule (the ωB97M-V functional and the def2-TZVPD basis).

```
! RIJCOSX wB97M-V def2-TZVPD def2/J DEFGRID3
* xyz 0 1
C 2.3813 5.5193 1.3838
C 2.7830 4.1598 1.9426
C 1.5993 3.1960 1.9768
C 2.0044 1.8371 2.5510
N 0.8980 0.8923 2.5732
C 0.5684 0.1466 1.4694
N 1.3161 0.2965 0.3453
C -0.4328 -0.7931 1.5302
N -0.7584 -1.5918 0.3988
C -0.4513 -3.0155 0.4847
C 0.9370 -3.4411 -0.0121
C 2.0662 -2.9593 0.8959
C 1.1682 -3.0106 -1.4571
C -1.7012 -1.2016 -0.4940
O -2.0911 -1.9306 -1.3877
C -2.3259 0.1724 -0.2667
N -1.4237 1.3183 -0.3213
C -1.8836 2.3665 0.5747
C -1.2728 1.8395 -1.6829
C -0.3787 0.9786 -2.5360
C 0.9857 1.2350 -2.5897
C 1.8126 0.4448 -3.3726
C 1.2916 -0.6107 -4.0896
C -0.0787 -0.8797 -4.0460
O -0.5001 -1.9399 -4.7731
C -1.8498 -2.3423 -4.6526
C -0.9084 -0.0622 -3.2848
C -1.1995 -0.9795 2.7308
O -2.1255 -1.7486 2.8930
N -0.7981 -0.1402 3.7756
C 0.2038 0.7853 3.7706
O 0.4717 1.4642 4.7349
H 2.0080 5.4229 0.3662
H 3.2339 6.1932 1.3719
H 1.6001 5.9655 1.9944
H 3.1721 4.2837 2.9545
H 3.5821 3.7358 1.3294
H 0.8086 3.6122 2.6036
H 1.1948 3.0804 0.9680
H 2.3107 1.9721 3.5913
H 2.8382 1.3988 1.9975
H 1.7655 1.1815 0.1864
H 0.9010 -0.1086 -0.4829
H -0.5803 -3.3235 1.5255
H -1.2049 -3.5230 -0.1234
H 0.9276 -4.5371 0.0197
H 3.0020 -3.4320 0.6056
H 1.8606 -3.2186 1.9323
H 2.1937 -1.8838 0.8232
H 2.0880 -3.4459 -1.8406
H 0.3435 -3.3334 -2.0863
H 1.2489 -1.9292 -1.5357
H -3.1469 0.2703 -0.9942
H -2.7732 0.1241 0.7305
H -2.8867 2.7363 0.3190
H -1.9038 1.9838 1.5947
H -1.1907 3.2061 0.5377
H -0.8231 2.8328 -1.6021
H -2.2552 1.9523 -2.1716
H 1.3984 2.0717 -2.0438
H 2.8710 0.6541 -3.4202
H 1.9206 -1.2433 -4.6948
H -2.1277 -2.4853 -3.6054
H -1.9220 -3.2882 -5.1867
H -2.5225 -1.6146 -5.1178
H -1.9703 -0.2383 -3.2593
H -1.3110 -0.2322 4.6455
*
```

As for the SMILES: CCCCn1c(N)c(N(CC(C)C)C(=O)CN(C)Cc2cccc(OC)c2)c(=O)[nH]c1=O. The LUMO energy is 0.48 eV. The HOMO-LUMO gap comes out at 8.924 eV.

# 2
Entry from the OMol25 dataset: a single C4H12N2OS molecule in a non-equilibrium geometry (the ωB97M-V functional and the def2-TZVPD basis).

```
! RIJCOSX wB97M-V def2-TZVPD def2/J DEFGRID3
* xyz 0 1
C -2.7552 0.4079 0.0891
N -1.4370 0.5008 -0.5447
S -0.4716 -0.8960 -0.1592
N -1.0993 -1.5641 1.0550
O -0.3502 -1.6648 -1.3862
C 1.1197 -0.0894 0.1916
C 1.2001 1.0273 -0.7615
C 2.1943 -1.1892 0.1059
H -3.4485 1.0912 -0.3971
H -3.2200 -0.7017 0.0914
H -2.5320 0.7145 1.0727
H -1.3714 0.5349 -1.5307
H -1.2010 -2.5576 0.9975
H 1.0838 0.1380 1.3084
H 2.0756 1.6165 -0.7746
H 1.3090 0.5124 -1.7624
H 0.2842 1.5950 -0.6386
H 2.2448 -1.2754 -0.9379
H 1.7366 -2.0778 0.3745
H 3.0377 -0.8792 0.5724
*
```

As for the SMILES: CN[S@@](=N)(=O)C(C)C. The LUMO energy is 0.95 eV. The HOMO-LUMO gap comes out at 10.535 eV.

# 3
Entry from the OMol25 dataset: a molecular structure, C25H27Cl2DySb in a non-equilibrium geometry (the ωB97M-V functional and the def2-TZVPD basis).

```
! RIJCOSX wB97M-V def2-TZVPD def2/J DEFGRID3
* xyz -1 6
Dy -2.5429 2.2480 2.2456
Cl -0.2674 2.8481 1.1795
Cl -2.2295 -0.2093 1.6995
C -2.6789 2.8553 4.3200
H -3.1253 2.2559 5.1460
H -2.9902 3.9017 4.6343
C -3.7840 1.1954 -1.0606
C -3.7482 2.1183 -0.1560
H -4.0094 0.1906 -0.7389
C -3.3511 3.5951 -0.4168
H -4.3494 1.8658 0.7811
C -3.7419 4.0484 -1.8510
H -3.6212 4.3284 0.3996
H -2.2346 3.5521 -0.4676
C -3.2308 3.0001 -2.8201
H -4.8024 4.2764 -1.9501
H -3.2554 5.0059 -2.0171
C -3.4312 1.4848 -2.4552
H -3.6361 3.1901 -3.8203
H -2.1478 3.1648 -2.8907
H -4.2136 1.1038 -3.0872
H -2.5213 0.9277 -2.7222
C 2.9797 -2.0571 4.2714
C 2.8598 -0.6918 3.9777
C 2.1742 -0.2716 2.8315
C 1.6440 -1.2252 1.9582
C 1.7950 -2.5864 2.2156
C 2.4525 -3.0037 3.3817
Sb 0.6465 -0.4498 0.1725
C 2.5860 -0.0089 -0.7965
C 2.7023 1.2579 -1.3790
C 3.9142 1.6301 -1.9811
C 5.0032 0.7433 -1.9423
C 4.8892 -0.5157 -1.3299
C 3.6641 -0.8922 -0.7501
C 0.2276 -2.4079 -0.6868
C 0.9635 -2.8877 -1.7713
C 0.6644 -4.1500 -2.3042
C -0.3754 -4.9119 -1.7549
C -1.1050 -4.4255 -0.6636
C -0.8111 -3.1629 -0.1313
H 3.4783 -2.3823 5.1842
H 3.2993 0.0509 4.6468
H 2.0692 0.7951 2.6189
H 1.4116 -3.3350 1.5174
H 2.5549 -4.0695 3.5892
H 1.8579 1.9540 -1.3574
H 4.0005 2.6070 -2.4727
H 5.9502 1.0370 -2.3914
H 5.7361 -1.2099 -1.2987
H 3.5778 -1.8712 -0.2643
H 1.7754 -2.2972 -2.2043
H 1.2452 -4.5272 -3.1478
H -0.6185 -5.8845 -2.1805
H -1.9055 -5.0198 -0.2174
H -1.3945 -2.7782 0.7084
*
```

The LUMO energy (spin up / spin down) is 2.54 / 2.56 eV. The HOMO-LUMO gap (spin up / spin down) comes out at 5.067 / 5.079 eV.

# 4
Entry from the OMol25 dataset: a molecular structure, C5H10N2O in a non-equilibrium geometry (the ωB97M-V functional and the def2-TZVPD basis).

```
! RIJCOSX wB97M-V def2-TZVPD def2/J DEFGRID3
* xyz 0 1
C 0.5878 -1.8470 -0.9631
C -1.7375 0.3318 -0.0675
C 0.8819 -0.4949 -0.3814
C -0.3967 0.8674 0.3866
N -0.3827 1.3284 1.6995
C 0.4850 1.5081 -0.5717
O 1.6961 -0.5571 0.7693
N 1.0939 0.5715 -1.2587
H 2.5193 -1.0010 0.5174
H 0.5208 1.3092 2.1486
H -1.2445 1.3767 2.2207
H 0.6764 2.5732 -0.6675
H 1.5116 -2.4199 -1.1099
H -0.0462 -2.4178 -0.2818
H 0.0823 -1.7469 -1.9215
H -2.5072 1.0918 0.1098
H -1.7230 0.0866 -1.1260
H -2.0172 -0.5601 0.4970
*
```

The LUMO energy is 0.92 eV. The HOMO-LUMO gap comes out at 8.586 eV.